Record 1
Here is 14 unconnected molecules or ions with the total composition C42H84O42 in a non-equilibrium geometry from the Open Molecules 2025 dataset. Energies are from wB97M-V/def2-TZVPD.

Results
* orbital gap: 0.4085 Eh
* HOMO level: -10.6 eV
* E_LUMO: 0.52 eV
* energy above the lowest of the compared OMol25 structures with the same formula, charge and spin: 218.89 kJ/mol
* spin multiplicity: 1
* total energy: -130909.728 eV

Each line ends with the Mulliken charge.
CARTESIAN COORDINATES (ANGSTROEM)
C -3.88 -1.54 -7.70  -0.625
O -2.73 -0.90 -7.24  -0.383
C -2.57 -0.77 -5.94  0.749
O -3.36 -1.08 -5.08  -0.423
O -1.38 -0.26 -5.69  -0.398
C -1.12 0.16 -4.35  -0.300
H -3.98 -1.56 -8.79  0.269
H -4.79 -1.13 -7.26  0.282
H -3.96 -2.61 -7.47  0.238
H -1.98 0.70 -3.97  0.360
H -0.20 0.73 -4.32  0.289
H -1.04 -0.72 -3.72  -0.035
C 4.01 -1.75 5.08  -0.541
O 3.05 -2.69 4.64  -0.442
C 2.52 -2.48 3.43  0.453
O 2.71 -1.52 2.73  0.057
O 1.70 -3.46 3.15  -0.412
C 0.78 -3.23 2.10  -0.358
H 3.67 -0.71 5.14  0.120
H 4.90 -1.82 4.46  0.306
H 4.29 -1.89 6.12  0.343
H 0.85 -2.19 1.80  -0.036
H -0.25 -3.45 2.39  0.320
H 0.96 -3.82 1.20  0.236
C -1.14 -0.14 3.67  0.104
O -2.29 -0.54 4.40  -0.493
C -3.21 -1.26 3.79  0.601
O -3.21 -1.55 2.61  -0.345
O -4.23 -1.40 4.66  -0.458
C -5.46 -1.90 4.14  -0.466
H -1.37 0.39 2.75  -0.154
H -0.39 -0.91 3.54  0.159
H -0.60 0.59 4.29  0.265
H -5.99 -1.13 3.59  0.214
H -6.07 -2.19 4.99  0.324
H -5.33 -2.84 3.60  0.217
C 8.47 -5.08 -1.07  -0.761
O 7.80 -3.91 -0.59  -0.271
C 7.45 -3.02 -1.51  0.687
O 7.60 -3.11 -2.70  -0.603
O 6.76 -2.06 -0.89  -0.151
C 6.24 -1.02 -1.71  -0.372
H 9.14 -5.02 -1.92  0.316
H 7.69 -5.83 -1.21  0.291
H 9.03 -5.43 -0.20  0.272
H 6.02 -1.26 -2.75  0.473
H 6.82 -0.11 -1.60  0.366
H 5.29 -0.76 -1.23  -0.288
C -2.56 6.62 3.32  -0.665
O -1.46 6.05 2.63  -0.362
C -1.63 4.80 2.21  0.682
O -2.59 4.09 2.39  -0.556
O -0.51 4.38 1.65  -0.370
C -0.45 3.00 1.24  -0.021
H -3.47 6.52 2.73  0.287
H -2.44 7.70 3.32  0.269
H -2.65 6.19 4.32  0.281
H -0.75 2.39 2.08  0.216
H 0.58 2.83 0.95  -0.291
H -1.07 2.86 0.36  0.413
C 4.12 -3.95 0.18  -0.496
O 2.84 -4.08 -0.41  -0.359
C 2.65 -3.39 -1.51  0.835
O 3.34 -2.50 -1.92  -0.554
O 1.44 -3.69 -2.00  -0.218
C 1.10 -3.18 -3.27  -0.132
H 4.36 -2.90 0.36  -0.033
H 4.88 -4.36 -0.49  0.320
H 4.24 -4.46 1.13  0.370
H 1.31 -2.12 -3.30  0.249
H 0.05 -3.42 -3.44  -0.424
H 1.58 -3.71 -4.10  0.425
C 5.80 5.27 3.06  -0.600
O 5.26 4.07 3.59  -0.421
C 4.17 3.57 3.03  1.048
O 3.56 4.08 2.13  -0.602
O 3.88 2.49 3.74  -0.425
C 2.76 1.69 3.33  -0.080
H 5.03 5.86 2.57  0.325
H 6.64 5.13 2.39  0.106
H 6.22 5.86 3.88  0.306
H 2.03 2.39 2.92  0.207
H 2.29 1.12 4.11  0.218
H 3.00 1.12 2.43  0.021
C -3.26 6.44 -0.82  -0.662
O -4.23 5.61 -0.19  -0.383
C -4.15 4.31 -0.45  0.878
O -3.38 3.81 -1.25  -0.615
O -5.05 3.68 0.25  -0.423
C -4.89 2.29 0.55  -0.308
H -3.61 7.47 -0.89  0.260
H -3.14 6.12 -1.85  0.320
H -2.32 6.47 -0.26  0.239
H -4.33 2.10 1.47  0.282
H -4.39 1.80 -0.28  0.227
H -5.92 1.94 0.56  0.165
C 8.89 2.99 1.52  -0.953
O 7.53 2.63 1.73  -0.158
C 7.19 1.36 1.46  0.818
O 7.91 0.60 0.89  -0.571
O 6.00 1.16 1.98  -0.142
C 5.46 -0.16 1.94  -0.570
H 9.27 2.37 0.70  0.358
H 9.48 2.77 2.41  0.314
H 9.03 4.03 1.24  0.262
H 4.77 -0.28 1.11  -0.192
H 4.96 -0.36 2.88  0.356
H 6.25 -0.91 2.00  0.452
C 7.96 5.41 -2.77  -0.627
O 6.66 5.26 -2.21  -0.380
C 6.41 4.12 -1.58  0.823
O 7.19 3.20 -1.50  -0.570
O 5.19 4.10 -1.12  -0.447
C 4.68 2.98 -0.41  0.347
H 8.65 5.52 -1.94  0.274
H 7.91 6.30 -3.38  0.239
H 8.32 4.62 -3.43  0.290
H 4.95 2.00 -0.83  0.252
H 3.61 3.09 -0.29  0.157
H 5.12 3.00 0.58  -0.410
C 1.90 0.13 -0.79  -1.142
O 0.75 -0.51 -1.30  -0.116
C -0.31 -0.51 -0.54  -0.281
O -0.40 -0.09 0.59  -0.049
O -1.36 -0.96 -1.23  0.333
C -2.64 -0.67 -0.72  -0.374
H 1.90 1.22 -0.90  0.448
H 2.74 -0.03 -1.48  0.287
H 2.24 -0.22 0.18  0.535
H -2.65 -0.72 0.37  -0.023
H -3.40 -1.38 -1.04  -0.189
H -2.91 0.37 -0.94  0.562
C -1.87 -4.20 0.15  -0.289
O -2.77 -3.96 -0.90  -0.226
C -2.46 -4.32 -2.15  0.719
O -1.49 -4.97 -2.42  -0.638
O -3.41 -3.88 -2.94  0.050
C -3.40 -4.29 -4.30  -0.777
H -2.00 -5.16 0.67  0.458
H -1.88 -3.36 0.83  -0.203
H -0.86 -4.28 -0.28  0.192
H -2.56 -3.76 -4.77  0.209
H -4.29 -3.97 -4.83  0.165
H -3.30 -5.37 -4.42  0.397
C -10.17 0.31 1.39  -0.667
O -8.87 0.26 0.83  -0.316
C -8.00 -0.66 1.28  0.548
O -8.13 -1.34 2.26  -0.569
O -6.98 -0.62 0.43  -0.146
C -5.80 -1.29 0.82  0.472
H -10.12 0.49 2.46  0.328
H -10.80 -0.56 1.21  0.253
H -10.70 1.15 0.94  0.251
H -5.05 -1.30 0.04  -0.675
H -6.00 -2.30 1.17  0.592
H -5.26 -0.72 1.58  0.026
C -6.01 -1.69 -3.22  -0.547
O -6.65 -2.37 -2.15  -0.098
C -7.96 -2.28 -2.10  0.756
O -8.67 -1.54 -2.74  -0.645
O -8.39 -3.05 -1.10  -0.325
C -9.71 -2.98 -0.60  -0.567
H -6.45 -0.72 -3.45  0.474
H -6.07 -2.31 -4.12  0.297
H -4.97 -1.44 -3.03  -0.043
H -10.07 -4.00 -0.50  0.319
H -10.41 -2.54 -1.31  0.335
H -9.78 -2.30 0.24  0.034

Record 2
Here is a single C4H6F2 molecule in a non-equilibrium geometry from the Open Molecules 2025 dataset. Energies are from wB97M-V/def2-TZVPD.

Results
* orbital gap: 0.4095 Eh
* HOMO level: -10.2 eV
* E_LUMO: 0.99 eV
* energy above the lowest of the compared OMol25 structures with the same formula, charge and spin: 377.89 kJ/mol
* SMILES: C[C@]1(F)C[C@@H]1F
* spin multiplicity: 1
* total energy: -9675.845 eV

Each line ends with the natural charge from an NBO analysis.
CARTESIAN COORDINATES (ANGSTROEM)
C -1.01 1.05 0.19  -0.640
C -0.25 -0.14 -0.34  0.257
F -1.30 -0.56 -1.02  -0.323
C 0.59 -1.09 0.56  -0.522
C 1.21 -0.36 -0.67  0.187
F 2.09 0.68 -0.51  -0.329
H -0.66 1.67 1.29  0.211
H -0.94 1.92 -0.63  0.222
H -2.22 0.83 0.18  0.251
H 0.04 -2.26 0.83  0.249
H 0.91 -0.83 1.62  0.248
H 1.52 -0.91 -1.49  0.189